# 1
# C2H7N2O

A cluster of 2 separate species, C2H7N2O in total in a non-equilibrium geometry (ωB97M-V/def2-TZVPD, the Open Molecules 2025 dataset).

Geometry as ORCA input:
```
! RIJCOSX wB97M-V def2-TZVPD def2/J DEFGRID3
* xyz 1 1
O -2.09905 0.47091 -0.08094
N -0.81770 0.08008 -0.08322
C 0.80266 1.70406 0.08646
C -0.38503 -1.14840 0.00692
H 0.24248 2.45457 0.52823
H -1.25008 -1.97836 0.13224
H 1.29984 1.20775 0.81649
H -2.35877 1.24815 -0.58903
H 1.15215 1.37201 -0.85524
H 0.92859 -2.65834 -0.04332
H 1.63080 -1.06702 -0.06721
N 0.85412 -1.68540 0.14862
*
```

Computed properties:
Max |F| = 5.3 eV/A
Lowest unoccupied orbital energy = -6.06 eV
Energy above the lowest of the compared OMol25 structures with the same formula, charge and spin = 563.2 kJ/mol
E_HOMO = -0.5249 hartree

***

# 2
# C2H7N2O

A cluster of 2 separate species, C2H7N2O in total in a non-equilibrium geometry (ωB97M-V/def2-TZVPD, the Open Molecules 2025 dataset).

Geometry as ORCA input:
```
! RIJCOSX wB97M-V def2-TZVPD def2/J DEFGRID3
* xyz 1 1
H -1.85333 -1.39846 0.59032
O -0.46484 0.16815 -0.30693
H 2.60471 1.21541 -0.78848
C 1.89813 -0.47547 0.16915
H -2.08487 1.24775 -0.66322
H 1.33866 -0.89724 0.95189
H -3.38388 -0.68320 0.13512
N -2.39127 -0.64529 0.22682
H 2.15012 -1.11905 -0.80389
H 1.75121 1.47157 0.69067
C -1.66083 0.34238 -0.23750
N 2.09621 0.77343 0.03605
*
```

Computed properties:
Max |F| = 4.5 eV/A
Lowest unoccupied orbital energy = -4.74 eV
Energy above the lowest of the compared OMol25 structures with the same formula, charge and spin = 131.9 kJ/mol
E_HOMO = -0.5226 hartree

***

# 3
# C2H7N2O

The ion C2H7N2O with charge +1 in a non-equilibrium geometry (ωB97M-V/def2-TZVPD, the Open Molecules 2025 dataset).

Geometry as ORCA input:
```
! RIJCOSX wB97M-V def2-TZVPD def2/J DEFGRID3
* xyz 1 1
C 0.17788 -0.53436 0.62332
H -0.08400 1.23229 -2.21868
N 0.19449 0.49399 -1.57807
O 1.00582 -1.28051 0.11860
H 0.17315 -0.47947 -1.91113
H -0.56269 -0.01650 2.56401
H 0.55896 -1.24033 2.47404
N 0.06869 -0.52325 1.96077
H -1.43484 -0.13162 -0.51553
H -0.75911 1.48253 0.10782
C -0.54294 0.47163 -0.24768
H 1.20460 0.52560 -1.37747
*
```

Computed properties:
Max |F| = 2.7 eV/A
Lowest unoccupied orbital energy = -3.76 eV
Energy above the lowest of the compared OMol25 structures with the same formula, charge and spin = 48.7 kJ/mol
E_HOMO = -0.5485 hartree

***

# 4
# C2H7N2O

The ion C2H7N2O with charge +1 in a non-equilibrium geometry (ωB97M-V/def2-TZVPD, the Open Molecules 2025 dataset).

Geometry as ORCA input:
```
! RIJCOSX wB97M-V def2-TZVPD def2/J DEFGRID3
* xyz 1 1
N 0.29485 0.90212 0.06786
H -1.83355 0.40949 -0.31410
H 1.71952 -0.67439 -0.41500
N -0.55140 -1.14470 0.06213
H 0.96838 1.41294 -0.47867
C 0.90828 -0.50630 0.42686
C -0.87052 0.06846 -0.51881
O 1.23877 -0.59040 1.69033
H 0.60034 -1.15132 2.19527
H 0.16582 1.54979 0.87332
H -0.43724 -2.04456 -0.45465
H -0.92474 -0.00963 -1.69026
*
```

Computed properties:
Max |F| = 5.7 eV/A
Lowest unoccupied orbital energy = -3.58 eV
Energy above the lowest of the compared OMol25 structures with the same formula, charge and spin = 285.7 kJ/mol
E_HOMO = -0.5465 hartree

***

# 5
# C2H7N2O2

A cluster of 2 separate species, C2H7N2O2 in total in a non-equilibrium geometry (ωB97M-V/def2-TZVPD, the Open Molecules 2025 dataset).

Geometry as ORCA input:
```
! RIJCOSX wB97M-V def2-TZVPD def2/J DEFGRID3
* xyz 1 1
O -2.12610 -0.24674 1.20150
H -2.82739 -0.40023 0.64535
N -0.87264 -0.21972 -1.09588
H 2.41880 0.63535 0.27651
H 1.16162 1.66581 -0.11339
N -0.57429 -0.44432 0.05591
H 1.57166 0.16118 -0.99625
H 0.88020 -1.25573 0.94671
H 0.34046 0.12770 1.77801
C 0.55428 -0.28346 0.78829
O -1.95646 0.02716 -1.60366
H -0.00755 -0.35850 -1.84417
C 1.43742 0.59149 -0.03894
*
```

Computed properties:
Max |F| = 8.7 eV/A
Lowest unoccupied orbital energy (spin up / spin down) = -8.04 / -7.70 eV
Energy above the lowest of the compared OMol25 structures with the same formula, charge and spin = 905.8 kJ/mol
E_HOMO (spin up / spin down) = -0.6144 / -0.6142 hartree

***

# 6
# C2H7N2O2

A structure of composition C2H7N2O2 in a non-equilibrium geometry (ωB97M-V/def2-TZVPD, the Open Molecules 2025 dataset).

Geometry as ORCA input:
```
! RIJCOSX wB97M-V def2-TZVPD def2/J DEFGRID3
* xyz 1 1
H -0.06327 -1.95838 0.88373
O 1.26135 1.61311 0.05508
H -0.82837 1.22439 -1.40387
C 0.85658 0.61143 0.86737
H -1.76837 -0.17518 -1.79972
H 2.48738 -0.33916 0.52465
C -0.46533 -0.37007 -0.25461
H 0.23772 0.86599 1.72547
N -1.07541 0.26544 -1.20504
O 1.76127 -0.31814 1.17030
N -0.62486 -1.60137 0.12067
H 1.18350 2.49357 0.45001
H -1.27859 -2.24225 -0.31794
*
```

Computed properties:
Max |F| = 3.9 eV/A
Lowest unoccupied orbital energy = -3.10 eV
Energy above the lowest of the compared OMol25 structures with the same formula, charge and spin = 106.1 kJ/mol
E_HOMO = -0.5442 hartree

***

Question: Which formula does entry 4 have?
Answer: C2H7N2O

***

What did the second record say?
# C2H7N2O

A cluster of 2 separate species, C2H7N2O in total in a non-equilibrium geometry (ωB97M-V/def2-TZVPD, the Open Molecules 2025 dataset).

Geometry as ORCA input:
```
! RIJCOSX wB97M-V def2-TZVPD def2/J DEFGRID3
* xyz 1 1
H -1.85333 -1.39846 0.59032
O -0.46484 0.16815 -0.30693
H 2.60471 1.21541 -0.78848
C 1.89813 -0.47547 0.16915
H -2.08487 1.24775 -0.66322
H 1.33866 -0.89724 0.95189
H -3.38388 -0.68320 0.13512
N -2.39127 -0.64529 0.22682
H 2.15012 -1.11905 -0.80389
H 1.75121 1.47157 0.69067
C -1.66083 0.34238 -0.23750
N 2.09621 0.77343 0.03605
*
```

Computed properties:
Max |F| = 4.5 eV/A
Lowest unoccupied orbital energy = -4.74 eV
Energy above the lowest of the compared OMol25 structures with the same formula, charge and spin = 131.9 kJ/mol
E_HOMO = -0.5226 hartree

***

Question: Look up the max |F| of the sixth one.
Answer: 3.9 eV/A

***

Question: What is the formula in the third record?
Answer: C2H7N2O